# 1
Density functional theory data (ωB97M-V/def2-TZVPD) for a cluster of 12 separate species, C62H153N5O26 in total.

Computed properties:
* SMILES: COC[C@H](C)N.COC[C@H](C)N.COC[C@H](C)N.COC[C@H](C)N.COC[C@H](C)N.COCCOCCOC.COCCOCCOC.COCCOCCOC.COCCOCCOC.COCCOCCOC.COCCOCCOC.COCCOCCOC
* energy: -127436.3789 eV
* orbital gap: 9.318 eV
* total charge: 0
* E_HOMO: -8.945 eV
* energy relative to the best compared isomer or geometry (same formula, charge and spin): 150.53 kcal per mole

```
246
C62H153N5O26 (ωB97M-V/def2-TZVPD)
C -14.226 -0.078 -7.714
O -13.903 -1.422 -7.594
C -12.494 -1.760 -7.928
C -11.479 -1.074 -6.917
C -9.980 -1.190 -7.427
N -11.710 -1.676 -5.588
H -13.669 0.357 -8.544
H -14.027 0.456 -6.785
H -15.285 0.124 -7.874
H -12.350 -2.828 -8.095
H -12.232 -1.138 -8.784
H -11.697 -0.010 -6.820
H -9.255 -0.954 -6.648
H -9.834 -0.545 -8.293
H -9.835 -2.220 -7.752
H -11.634 -2.683 -5.615
H -12.700 -1.490 -5.516
C -0.895 -6.275 -3.006
O -0.999 -7.688 -3.121
C -1.473 -8.360 -1.944
C -0.502 -8.624 -0.794
C 0.391 -9.845 -1.163
N -1.169 -8.838 0.406
H -0.156 -6.013 -2.248
H -1.845 -5.824 -2.720
H -0.590 -5.789 -3.933
H -2.300 -7.740 -1.596
H -1.924 -9.256 -2.372
H 0.186 -7.786 -0.690
H 0.812 -9.654 -2.150
H -0.120 -10.806 -1.229
H 1.255 -9.915 -0.502
H -0.602 -9.041 1.216
H -1.521 -7.914 0.611
C 9.689 -2.792 -3.602
O 9.857 -3.993 -4.449
C 10.180 -3.659 -5.793
C 8.915 -3.190 -6.718
C 7.837 -4.237 -6.863
N 9.533 -2.839 -7.953
H 10.443 -2.027 -3.788
H 9.760 -3.182 -2.587
H 8.718 -2.334 -3.792
H 10.888 -2.858 -6.005
H 10.590 -4.576 -6.217
H 8.444 -2.294 -6.312
H 7.323 -4.558 -5.957
H 8.116 -5.117 -7.442
H 6.988 -3.726 -7.316
H 8.935 -2.422 -8.652
H 9.874 -1.961 -7.587
C -6.771 5.890 -4.294
O -7.993 6.496 -4.458
C -8.339 6.506 -5.870
C -9.715 7.271 -5.965
C -10.983 6.526 -5.355
N -10.003 7.503 -7.303
H -6.714 4.887 -4.717
H -6.762 5.664 -3.227
H -5.927 6.549 -4.498
H -7.543 6.914 -6.492
H -8.473 5.465 -6.163
H -9.666 8.252 -5.493
H -11.916 6.998 -5.662
H -11.116 6.742 -4.295
H -11.005 5.453 -5.545
H -9.208 7.844 -7.825
H -10.816 8.099 -7.353
C 0.627 -6.498 7.687
O -0.177 -5.430 7.284
C -1.508 -5.804 7.364
C -2.346 -4.928 6.469
C -3.850 -5.120 6.762
N -2.123 -5.031 5.019
H 0.714 -6.525 8.774
H 1.599 -6.372 7.209
H 0.370 -7.502 7.350
H -1.729 -6.807 6.997
H -1.746 -5.730 8.425
H -2.032 -3.901 6.654
H -4.091 -6.130 6.432
H -4.430 -4.469 6.108
H -4.116 -4.991 7.811
H -2.737 -4.466 4.450
H -1.239 -4.559 4.886
C 2.100 2.078 -5.974
O 1.520 2.518 -7.193
C 1.881 3.770 -7.699
C 3.200 3.921 -8.435
O 4.292 3.554 -7.592
C 5.475 3.121 -8.299
C 6.737 3.485 -7.479
O 7.819 2.885 -8.119
C 9.110 2.950 -7.438
H 2.237 2.856 -5.223
H 3.095 1.676 -6.165
H 1.381 1.381 -5.544
H 1.799 4.564 -6.957
H 1.085 4.040 -8.394
H 3.309 4.931 -8.831
H 2.984 3.385 -9.360
H 5.557 3.556 -9.295
H 5.404 2.034 -8.347
H 6.714 3.190 -6.430
H 6.969 4.549 -7.528
H 9.019 2.805 -6.361
H 9.449 3.969 -7.626
H 9.677 2.195 -7.983
C -3.021 11.822 -4.072
O -2.684 13.209 -4.162
C -1.574 13.486 -5.146
C -0.244 12.882 -4.708
O -0.013 11.570 -5.123
C 1.139 10.930 -4.550
C 0.977 10.623 -3.084
O -0.247 9.873 -2.719
C -0.502 9.877 -1.316
H -2.899 11.414 -5.076
H -4.056 11.624 -3.793
H -2.300 11.380 -3.384
H -1.473 14.553 -5.342
H -1.708 13.106 -6.158
H -0.132 12.977 -3.628
H 0.450 13.527 -5.246
H 1.964 11.606 -4.776
H 1.419 10.049 -5.127
H 1.060 11.599 -2.606
H 1.826 10.029 -2.745
H -1.254 10.656 -1.196
H 0.297 10.086 -0.604
H -0.852 8.895 -0.995
C -14.273 -0.220 4.303
O -14.596 -0.401 5.675
C -13.933 -1.464 6.307
C -14.546 -1.579 7.721
O -15.958 -2.004 7.673
C -16.904 -1.023 7.289
C -18.255 -1.737 7.271
O -19.349 -0.993 6.758
C -19.205 -0.801 5.320
H -13.303 0.209 4.052
H -15.042 0.418 3.867
H -14.440 -1.165 3.787
H -12.864 -1.250 6.300
H -14.053 -2.390 5.746
H -14.364 -0.721 8.368
H -14.064 -2.375 8.288
H -16.790 -0.562 6.308
H -16.809 -0.263 8.064
H -18.475 -2.023 8.299
H -18.110 -2.625 6.655
H -18.902 -1.627 4.677
H -18.464 -0.010 5.205
H -20.137 -0.438 4.887
C 2.405 -3.927 2.055
O 2.357 -3.152 0.882
C 2.505 -1.775 1.050
C 1.484 -1.109 2.066
O 0.188 -1.219 1.483
C -0.766 -0.371 1.969
C -2.123 -0.336 1.196
O -2.698 -1.672 1.198
C -3.960 -1.835 0.557
H 2.383 -5.001 1.869
H 1.554 -3.679 2.690
H 3.306 -3.808 2.657
H 2.470 -1.184 0.135
H 3.539 -1.680 1.382
H 1.757 -0.064 2.213
H 1.510 -1.604 3.037
H -0.465 0.675 1.906
H -0.939 -0.614 3.018
H -1.916 0.040 0.194
H -2.705 0.374 1.782
H -4.277 -2.834 0.256
H -4.207 -1.190 -0.286
H -4.743 -1.491 1.233
C 9.359 -12.251 -2.535
O 9.796 -13.617 -2.636
C 8.588 -14.412 -2.701
C 9.068 -15.839 -2.471
O 10.340 -15.918 -3.096
C 10.980 -17.147 -3.104
C 12.250 -17.113 -3.806
O 12.874 -15.840 -3.425
C 14.268 -15.854 -3.862
H 8.633 -12.078 -1.741
H 8.922 -11.911 -3.474
H 10.128 -11.493 -2.383
H 8.210 -14.307 -3.718
H 7.843 -14.159 -1.947
H 8.397 -16.619 -2.830
H 9.137 -15.961 -1.390
H 10.309 -17.800 -3.663
H 11.214 -17.359 -2.060
H 12.061 -17.199 -4.876
H 12.968 -17.902 -3.581
H 14.908 -15.040 -3.523
H 14.360 -15.903 -4.947
H 14.710 -16.768 -3.465
C 6.729 3.477 2.098
O 7.485 2.742 3.045
C 8.250 3.665 3.853
C 9.084 2.820 4.830
O 8.266 1.974 5.619
C 8.810 0.962 6.502
C 9.813 1.417 7.594
O 9.104 2.305 8.505
C 10.010 2.945 9.432
H 6.642 2.818 1.234
H 7.213 4.345 1.650
H 5.701 3.612 2.433
H 7.554 4.382 4.286
H 8.920 4.217 3.194
H 9.632 3.431 5.548
H 9.773 2.164 4.298
H 9.418 0.259 5.934
H 7.911 0.510 6.921
H 10.625 2.011 7.174
H 10.199 0.475 7.982
H 10.581 2.133 9.881
H 9.601 3.618 10.186
H 10.623 3.612 8.825
C 1.652 12.498 12.347
O 2.464 11.388 11.824
C 3.003 10.577 12.874
C 4.076 9.709 12.252
O 3.488 8.846 11.206
C 4.368 8.253 10.296
C 3.703 6.943 9.745
O 2.522 7.332 9.144
C 2.321 6.683 7.948
H 1.018 12.186 13.177
H 1.043 12.844 11.512
H 2.292 13.324 12.655
H 2.173 9.937 13.173
H 3.406 11.166 13.698
H 4.584 9.127 13.020
H 4.797 10.388 11.796
H 5.280 8.009 10.840
H 4.653 8.961 9.518
H 3.580 6.190 10.523
H 4.377 6.407 9.076
H 1.855 5.723 8.172
H 3.239 6.695 7.360
H 1.459 7.196 7.522
```

# 2
Density functional theory data (ωB97M-V/def2-TZVPD) for a cluster of 12 separate species, C62H160N12O19 in total.

Computed properties:
* SMILES: COC[C@H](C)N.COC[C@H](C)N.COC[C@H](C)N.COC[C@H](C)N.COC[C@H](C)N.COCCNCCOC.COCCNCCOC.COCCNCCOC.COCCNCCOC.COCCNCCOC.COCCNCCOC.COCCNCCOC
* energy: -123657.5322 eV
* orbital gap: 9.023 eV
* total charge: 0
* E_HOMO: -8.391 eV
* energy relative to the best compared isomer or geometry (same formula, charge and spin): 53.17 kcal per mole

```
253
C62H160N12O19 (ωB97M-V/def2-TZVPD)
C -0.712 -3.072 3.876
O -0.348 -1.757 4.014
C -1.222 -1.059 4.873
C -0.744 0.371 5.045
C -0.600 1.023 3.662
N 0.535 0.437 5.799
H -0.705 -3.678 4.808
H -0.085 -3.464 3.104
H -1.755 -3.199 3.514
H -2.278 -1.100 4.496
H -1.066 -1.513 5.882
H -1.540 0.886 5.642
H -1.561 1.259 3.243
H -0.057 0.415 2.995
H -0.103 1.952 3.891
H 1.284 -0.082 5.395
H 0.430 0.063 6.743
C 4.021 -2.966 -2.407
O 4.822 -3.091 -1.255
C 5.643 -1.929 -0.938
C 6.606 -2.354 0.133
C 5.894 -2.793 1.384
N 7.507 -1.204 0.384
H 3.256 -2.221 -2.197
H 3.520 -3.892 -2.566
H 4.642 -2.673 -3.261
H 6.199 -1.595 -1.836
H 5.016 -1.151 -0.514
H 7.248 -3.201 -0.100
H 5.542 -3.815 1.182
H 5.031 -2.141 1.541
H 6.643 -2.705 2.182
H 8.459 -1.364 0.680
H 7.073 -0.472 0.859
C 6.231 2.659 2.431
O 5.566 1.455 2.733
C 5.353 1.242 4.140
C 4.594 -0.103 4.361
C 3.359 -0.275 3.534
N 4.374 -0.314 5.820
H 6.181 3.445 3.151
H 5.917 2.983 1.457
H 7.327 2.525 2.333
H 6.305 1.206 4.648
H 4.689 2.007 4.475
H 5.283 -0.870 4.004
H 3.602 -0.188 2.471
H 2.552 0.456 3.753
H 2.862 -1.240 3.792
H 3.787 0.371 6.244
H 4.223 -1.278 6.118
C -1.300 5.580 -3.272
O -1.847 6.281 -2.194
C -3.220 6.458 -2.161
C -3.519 7.735 -1.380
C -5.005 7.610 -0.905
N -3.209 8.885 -2.255
H -1.692 6.083 -4.181
H -1.529 4.527 -3.240
H -0.248 5.686 -3.282
H -3.591 6.673 -3.234
H -3.646 5.520 -1.782
H -2.947 7.799 -0.434
H -5.356 8.634 -0.719
H -4.980 7.061 0.038
H -5.566 7.091 -1.695
H -2.328 8.813 -2.694
H -3.337 9.697 -1.698
C -2.840 -1.188 -2.505
O -2.214 -1.744 -3.640
C -0.808 -1.805 -3.378
C -0.066 -2.316 -4.600
C 1.480 -2.407 -4.310
N -0.364 -1.490 -5.722
H -2.662 -1.753 -1.573
H -3.945 -1.029 -2.669
H -2.452 -0.208 -2.295
H -0.395 -0.797 -3.078
H -0.525 -2.378 -2.493
H -0.462 -3.304 -4.694
H 1.721 -3.120 -3.536
H 1.941 -1.444 -4.084
H 2.039 -2.856 -5.161
H 0.126 -1.693 -6.587
H -1.344 -1.356 -5.952
C -2.427 -4.653 -2.631
O -3.318 -4.209 -1.594
C -4.661 -4.475 -1.851
C -5.498 -4.075 -0.596
N -5.323 -2.601 -0.461
C -5.637 -2.205 0.877
C -5.313 -0.701 0.940
O -3.977 -0.454 0.522
C -3.002 -0.971 1.430
H -2.540 -5.719 -2.888
H -1.419 -4.534 -2.125
H -2.415 -4.047 -3.520
H -4.837 -5.591 -2.040
H -4.974 -3.929 -2.782
H -5.184 -4.630 0.313
H -6.554 -4.346 -0.771
H -4.355 -2.456 -0.516
H -5.073 -2.750 1.647
H -6.710 -2.317 1.236
H -5.346 -0.362 1.955
H -5.985 -0.142 0.286
H -2.115 -0.370 1.358
H -2.669 -2.008 1.219
H -3.498 -1.019 2.413
C 0.855 2.046 -4.572
O 1.971 2.371 -3.807
C 2.381 3.667 -4.219
C 3.530 4.240 -3.409
N 3.142 4.436 -2.008
C 4.127 4.883 -1.139
C 3.702 4.926 0.352
O 3.507 3.570 0.747
C 2.710 3.444 1.922
H 0.121 2.813 -4.694
H 0.414 1.099 -4.278
H 1.140 1.897 -5.590
H 1.521 4.345 -4.056
H 2.563 3.689 -5.259
H 3.733 5.172 -3.934
H 4.427 3.569 -3.476
H 2.615 3.656 -1.706
H 4.409 5.918 -1.429
H 5.038 4.285 -1.201
H 2.711 5.485 0.447
H 4.454 5.437 0.966
H 3.039 4.061 2.790
H 2.764 2.371 2.197
H 1.660 3.883 1.712
C 0.422 -10.914 -0.908
O 1.133 -10.341 0.103
C 0.770 -10.697 1.380
C -0.465 -10.088 1.947
N -0.191 -8.702 2.273
C -1.285 -8.038 2.830
C -1.132 -6.502 2.694
O -0.687 -6.132 1.413
C -1.687 -6.233 0.377
H 0.562 -11.999 -0.830
H 0.819 -10.627 -1.880
H -0.626 -10.668 -0.848
H 1.633 -10.479 2.037
H 0.587 -11.822 1.351
H -0.679 -10.643 2.872
H -1.287 -10.196 1.233
H 0.139 -8.125 1.498
H -1.396 -8.227 3.897
H -2.249 -8.324 2.391
H -0.306 -6.272 3.433
H -2.039 -5.935 3.010
H -2.494 -5.507 0.537
H -2.004 -7.297 0.276
H -1.207 -5.826 -0.551
C 0.648 -9.428 -6.797
O 0.074 -8.690 -5.800
C 0.263 -7.313 -5.915
C -0.228 -6.734 -4.607
N 0.441 -7.163 -3.360
C 1.768 -6.622 -3.132
C 2.430 -7.186 -1.888
O 3.677 -6.593 -1.718
C 4.170 -6.614 -0.382
H 1.733 -9.446 -6.604
H 0.471 -8.970 -7.784
H 0.242 -10.409 -6.834
H -0.317 -6.976 -6.772
H 1.385 -7.149 -6.032
H -1.311 -6.993 -4.468
H -0.200 -5.642 -4.657
H 0.517 -8.194 -3.467
H 1.682 -5.560 -2.999
H 2.461 -6.736 -4.012
H 2.454 -8.273 -1.849
H 1.757 -6.880 -1.035
H 5.045 -5.934 -0.385
H 4.399 -7.679 -0.071
H 3.395 -6.245 0.308
C -2.796 2.377 -0.377
O -1.523 1.965 -0.883
C -0.535 2.727 -0.288
C 0.786 2.031 -0.566
N 0.759 0.675 0.030
C 2.011 -0.119 -0.321
C 1.875 -1.542 0.272
O 0.898 -2.185 -0.487
C 0.803 -3.587 -0.284
H -3.585 1.743 -0.912
H -3.002 3.454 -0.566
H -2.917 2.235 0.717
H -0.673 2.766 0.832
H -0.570 3.802 -0.627
H 1.668 2.562 -0.182
H 0.917 1.990 -1.657
H -0.021 0.134 -0.369
H 2.857 0.464 0.125
H 2.187 -0.215 -1.423
H 1.632 -1.446 1.341
H 2.804 -2.022 0.170
H 0.331 -3.772 0.636
H 1.784 -4.037 -0.470
H 0.088 -3.959 -1.003
C 0.017 7.204 0.568
O 1.285 7.879 0.645
C 1.367 8.939 -0.280
C 2.759 9.532 -0.342
N 2.740 10.940 -0.688
C 2.262 11.953 0.266
C 2.335 13.329 -0.477
O 3.665 13.608 -0.700
C 4.328 14.306 0.361
H 0.023 6.373 1.301
H -0.234 6.781 -0.394
H -0.732 7.860 0.842
H 0.578 9.709 -0.008
H 1.171 8.506 -1.297
H 3.340 8.946 -1.046
H 3.213 9.405 0.690
H 3.606 11.168 -1.166
H 2.760 11.894 1.230
H 1.259 11.752 0.589
H 1.828 14.121 0.079
H 1.741 13.240 -1.414
H 4.513 13.648 1.194
H 3.753 15.202 0.649
H 5.305 14.540 -0.092
C -4.338 5.109 2.729
O -4.922 3.877 3.183
C -4.057 3.059 3.977
C -4.973 2.119 4.701
N -5.820 1.394 3.774
C -6.999 0.875 4.509
C -7.908 -0.016 3.642
O -8.493 0.843 2.594
C -9.087 0.032 1.647
H -4.934 5.476 1.902
H -3.253 5.016 2.432
H -4.364 5.833 3.532
H -3.563 3.684 4.717
H -3.256 2.512 3.348
H -5.707 2.721 5.428
H -4.495 1.400 5.379
H -6.181 2.099 3.111
H -7.573 1.738 4.921
H -6.516 0.218 5.274
H -8.735 -0.389 4.184
H -7.325 -0.788 3.122
H -8.437 -0.272 0.813
H -10.026 0.556 1.290
H -9.403 -0.887 2.171
```